Computed, not measured: 11 unconnected molecules or ions with the total composition C39H71N11O8 at a distorted geometry, with ωB97M-V/def2-TZVPD.

Its lowest unoccupied orbital energy is 0.014 Eh. The SMILES is CNC(C)=O.CNC(C)=O.CNC(C)=O.CNC(C)=O.CNC(C)=O.CNC(C)=O.CNC(C)=O.CNC(C)=O.c1ccncc1.c1ccncc1.c1ccncc1. For the gap between HOMO and LUMO, the calculation gives 9.41 eV. The value obtained for the relative energy (zero: lowest compared OMol25 entry of this formula, charge and spin) is 11.2 kcal per mole.

CARTESIAN COORDINATES (ANGSTROEM)
C -6.976 -21.645 -6.473
N -7.162 -23.018 -6.883
C -6.212 -23.928 -6.624
C -6.533 -25.235 -7.294
O -5.197 -23.712 -5.913
H -6.674 -21.618 -5.425
H -7.884 -21.013 -6.541
H -6.192 -21.146 -7.096
H -7.842 -23.231 -7.588
H -6.228 -26.113 -6.726
H -5.952 -25.288 -8.225
H -7.615 -25.338 -7.560
C -5.686 -16.406 -9.179
N -6.302 -15.360 -9.936
C -6.280 -15.264 -11.287
C -7.030 -14.095 -11.838
O -5.648 -16.040 -11.996
H -4.690 -16.076 -8.818
H -5.444 -17.160 -9.915
H -6.259 -16.634 -8.290
H -6.798 -14.599 -9.459
H -6.344 -13.213 -11.901
H -7.924 -13.863 -11.170
H -7.335 -14.228 -12.848
C -11.175 -23.282 -10.834
N -9.871 -23.434 -11.388
C -8.871 -23.817 -10.604
C -7.594 -24.227 -11.240
O -8.873 -23.603 -9.407
H -11.148 -22.668 -9.964
H -11.728 -24.212 -10.657
H -11.751 -22.682 -11.535
H -9.829 -23.617 -12.375
H -6.964 -24.880 -10.614
H -7.135 -23.300 -11.627
H -7.853 -24.811 -12.166
C -7.140 -12.771 -5.885
N -8.328 -12.395 -6.567
C -8.817 -13.059 -7.650
C -10.033 -12.459 -8.274
O -8.280 -14.075 -8.015
H -7.353 -13.186 -4.863
H -6.494 -11.936 -5.721
H -6.616 -13.564 -6.433
H -8.787 -11.487 -6.332
H -10.076 -11.399 -8.281
H -10.930 -12.859 -7.820
H -9.958 -12.712 -9.305
C -2.300 -19.080 -9.759
N -2.889 -20.397 -9.816
C -4.098 -20.668 -9.327
C -4.682 -22.060 -9.585
O -4.798 -19.803 -8.825
H -1.906 -18.710 -10.716
H -1.544 -19.011 -8.963
H -3.058 -18.343 -9.518
H -2.500 -21.149 -10.360
H -4.058 -22.865 -9.292
H -4.841 -22.130 -10.637
H -5.647 -22.215 -9.077
C -13.148 -19.602 -10.436
N -12.244 -18.484 -10.612
C -12.719 -17.217 -10.940
C -11.691 -16.166 -11.132
O -13.902 -16.970 -11.024
H -13.430 -20.020 -11.439
H -14.065 -19.249 -10.002
H -12.677 -20.383 -9.809
H -11.238 -18.722 -10.709
H -10.873 -16.622 -11.715
H -11.334 -15.778 -10.163
H -12.158 -15.443 -11.824
C -11.690 -15.482 -4.494
N -12.120 -16.384 -5.522
C -12.116 -16.018 -6.825
C -12.743 -16.915 -7.834
O -11.655 -14.958 -7.212
H -11.653 -14.484 -4.968
H -10.727 -15.840 -4.067
H -12.386 -15.475 -3.662
H -12.325 -17.346 -5.300
H -13.387 -17.644 -7.355
H -11.911 -17.386 -8.346
H -13.341 -16.255 -8.430
C -9.433 -20.345 -13.541
N -8.233 -19.658 -13.178
C -7.080 -20.345 -12.849
C -6.024 -19.471 -12.116
O -6.934 -21.521 -13.026
H -10.209 -20.363 -12.728
H -9.180 -21.394 -13.742
H -9.778 -19.943 -14.472
H -8.282 -18.768 -12.762
H -6.207 -19.718 -11.104
H -6.152 -18.423 -12.254
H -5.008 -19.768 -12.408
C -10.502 -22.719 -5.958
C -11.673 -22.060 -6.327
C -12.500 -22.729 -7.195
N -12.238 -23.922 -7.740
C -11.081 -24.554 -7.319
C -10.193 -23.956 -6.445
H -9.743 -22.239 -5.366
H -11.901 -21.016 -6.164
H -13.370 -22.140 -7.512
H -11.002 -25.550 -7.693
H -9.414 -24.577 -5.993
C -10.809 -19.568 -1.417
C -9.942 -18.885 -2.237
C -10.268 -18.781 -3.573
N -11.431 -19.232 -4.102
C -12.271 -19.832 -3.280
C -12.035 -19.986 -1.932
H -10.507 -19.737 -0.400
H -8.968 -18.504 -1.908
H -9.595 -18.401 -4.343
H -13.292 -20.079 -3.641
H -12.771 -20.494 -1.313
C -9.564 -18.944 -7.931
C -9.177 -17.730 -8.443
C -8.896 -17.641 -9.770
N -8.935 -18.650 -10.613
C -9.182 -19.875 -10.050
C -9.541 -20.067 -8.734
H -9.919 -19.102 -6.933
H -9.215 -16.844 -7.787
H -8.576 -16.669 -10.204
H -9.206 -20.725 -10.743
H -9.727 -21.074 -8.406

Mulliken population analysis, charges in e, atoms 1 to 5:
1 C -0.50
2 N 0.63
3 C 0.75
4 C -0.72
5 O -0.74


Computed, not measured: 14 unconnected molecules or ions with the total composition C39H72Cl26N4O6PS at a distorted geometry, with ωB97M-V/def2-TZVPD.

Its lowest unoccupied orbital energy is -0.183 Eh. For the gap between HOMO and LUMO, the calculation gives 6.53 eV. As for the net charge: +1.

CARTESIAN COORDINATES (ANGSTROEM)
C -4.657 5.022 -4.034
C -5.219 4.560 -2.634
O -4.243 4.705 -1.584
C -3.613 3.454 -1.319
C -2.371 3.646 -0.363
O -2.012 2.320 0.069
C -1.076 2.372 1.154
C -0.899 0.909 1.624
C -0.196 -0.086 0.788
C 0.427 0.332 -0.562
C 1.193 -0.821 -1.294
S 2.664 -1.452 -0.384
C 3.350 -0.179 0.682
N 3.770 1.078 0.419
N 4.204 1.507 1.632
C 4.094 0.607 2.602
O 3.519 -0.510 1.991
C -0.130 -1.458 1.320
N -0.699 -1.691 2.530
N -1.296 -0.877 3.344
C -1.410 0.384 2.927
P -2.271 1.561 4.121
O -2.299 0.867 5.444
O -1.378 2.944 4.342
O -3.830 1.835 3.698
H -3.893 4.304 -4.429
H -5.514 5.107 -4.759
H -4.212 6.037 -3.906
H -6.100 5.226 -2.421
H -5.611 3.514 -2.717
H -4.383 2.775 -0.858
H -3.291 2.992 -2.298
H -1.520 4.040 -0.975
H -2.683 4.331 0.466
H -0.101 2.731 0.707
H -1.366 3.096 1.954
H -0.380 0.707 -1.256
H 1.128 1.208 -0.442
H 0.478 -1.690 -1.370
H 1.478 -0.587 -2.349
H 4.381 0.648 3.668
H 0.364 -2.255 0.719
H -0.642 -2.667 2.848
H -0.489 2.754 3.974
H -4.283 2.038 4.545
Cl 3.127 -6.579 -3.798
C 3.803 -5.017 -4.323
C 3.588 -3.930 -3.297
Cl 1.868 -3.476 -3.148
H 3.353 -4.760 -5.281
H 4.872 -5.172 -4.479
H 4.128 -3.030 -3.592
H 3.943 -4.233 -2.312
Cl -5.415 0.535 7.029
C -4.983 -0.363 5.553
C -6.125 -0.416 4.563
Cl -7.470 -1.434 5.141
H -4.660 -1.361 5.847
H -4.132 0.153 5.107
H -5.780 -0.854 3.624
H -6.518 0.577 4.348
Cl 5.092 -0.534 -3.151
C 6.202 -1.126 -1.887
C 6.948 0.000 -1.211
Cl 8.125 0.776 -2.302
H 6.885 -1.841 -2.345
H 5.593 -1.659 -1.154
H 7.513 -0.390 -0.358
H 6.268 0.770 -0.845
Cl -9.004 2.950 0.420
C -8.999 1.564 1.540
C -8.768 1.991 2.972
Cl -7.110 2.595 3.236
H -8.237 0.861 1.204
H -9.972 1.081 1.452
H -8.904 1.137 3.638
H -9.464 2.772 3.276
Cl 6.189 -8.599 -2.932
C 6.070 -9.563 -4.426
C 7.177 -9.239 -5.402
Cl 7.010 -7.602 -6.088
H 5.087 -9.388 -4.863
H 6.130 -10.611 -4.132
H 7.148 -9.937 -6.238
H 8.158 -9.310 -4.933
Cl -2.137 -2.790 -3.467
C -1.482 -3.613 -4.909
C -2.498 -3.702 -6.024
Cl -3.832 -4.814 -5.628
H -1.132 -4.599 -4.605
H -0.619 -3.033 -5.239
H -2.022 -4.088 -6.926
H -2.927 -2.727 -6.255
Cl 2.448 2.581 7.317
C 0.776 2.085 6.951
C 0.691 0.629 6.562
Cl 1.459 0.308 4.978
H 0.397 2.735 6.164
H 0.187 2.262 7.850
H -0.354 0.329 6.474
H 1.168 -0.011 7.303
Cl 7.013 -0.949 1.670
C 8.138 -1.543 2.923
C 8.887 -0.415 3.593
Cl 10.047 0.363 2.490
H 8.817 -2.255 2.456
H 7.538 -2.079 3.659
H 9.460 -0.803 4.435
H 8.209 0.352 3.966
Cl -6.284 -1.631 -0.938
C -6.683 -2.579 -2.395
C -5.695 -2.319 -3.505
Cl -5.837 -0.668 -4.164
H -7.702 -2.338 -2.694
H -6.654 -3.631 -2.108
H -5.873 -3.005 -4.334
H -4.675 -2.456 -3.154
Cl -5.367 7.921 -6.001
C -4.680 7.101 -7.425
C -5.669 7.010 -8.564
Cl -7.012 5.898 -8.198
H -4.337 6.114 -7.113
H -3.811 7.681 -7.735
H -5.172 6.625 -9.454
H -6.093 7.984 -8.804
Cl -11.255 -4.022 1.475
C -10.018 -4.708 2.558
C -9.074 -3.652 3.086
Cl -8.021 -2.993 1.808
H -9.484 -5.484 2.011
H -10.547 -5.178 3.387
H -8.420 -4.085 3.843
H -9.615 -2.822 3.539
Cl 12.462 -0.527 -3.869
C 11.379 0.887 -3.926
C 11.734 1.833 -5.051
Cl 13.286 2.660 -4.769
H 11.421 1.383 -2.957
H 10.368 0.505 -4.070
H 10.972 2.609 -5.134
H 11.797 1.313 -6.006
Cl 7.686 5.923 9.463
C 6.012 5.431 9.108
C 5.917 3.973 8.720
Cl 6.667 3.648 7.135
H 5.629 6.079 8.321
H 5.430 5.611 10.012
H 4.870 3.679 8.642
H 6.396 3.330 9.458

Mulliken population analysis, charges in e, atoms 1 to 5:
1 C -0.79
2 C -0.41
3 O -0.40
4 C -0.30
5 C -0.58